# 1
{"formula": "C15H12N3O2S3Zn", "method": "the ωB97M-V functional and the def2-TZVPD basis", "fmax_ev_per_a": 0.315, "charge": -1, "relative_energy_ev": 0.1303, "e_lumo_ev": 2.01, "homo_lumo_gap_ev": 6.281, "elements": ["Zn", "C", "S", "C", "S", "N", "N", "C", "C", "C", "C", "C", "C", "N", "H", "H", "H", "H", "H", "H", "H", "H", "O", "C", "O", "C", "C", "C", "C", "C", "C", "S", "H", "H", "H", "H"], "positions_angstrom": [[0.357717, 0.460527, 0.693200], [4.413609, -1.001365, 4.149836], [4.011017, 0.749559, 3.961891], [2.811818, 0.548814, 2.630850], [1.178134, 0.802530, 2.990096], [3.382079, 0.209907, 1.502859], [2.470379, 0.027301, 0.487742], [2.947453, -0.401857, -0.612979], [2.035559, -0.647062, -1.738940], [2.457549, -1.253771, -2.913309], [1.513171, -1.489105, -3.901771], [0.199806, -1.110740, -3.685474], [-0.126338, -0.493878, -2.482185], [0.773899, -0.268857, -1.540556], [5.058251, -1.092601, 5.022779], [4.931202, -1.378816, 3.270970], [3.501931, -1.571185, 4.321482], [4.012788, -0.602068, -0.707610], [3.493751, -1.538235, -3.039846], [1.801538, -1.969139, -4.828417], [-0.568243, -1.289209, -4.424287], [-1.135812, -0.167585, -2.265075], [-2.517223, -1.880242, -0.526960], [-2.081834, -0.922048, 0.108673], [-0.980685, -0.942024, 0.769737], [-2.950545, 0.334646, 0.173969], [-4.321333, 0.065497, 0.230132], [-5.272545, 1.063034, 0.323785], [-4.846558, 2.386048, 0.338209], [-3.500131, 2.673006, 0.262003], [-2.516304, 1.673462, 0.180519], [-0.862695, 2.286029, 0.006758], [-4.614837, -0.975210, 0.190997], [-6.325188, 0.815363, 0.379763], [-5.564290, 3.195777, 0.406975], [-3.167099, 3.703500, 0.264178]], "atomic_forces_ev_per_a": [[-0.1, 0.2, 0.2], [0.1, 0.0, 0.0], [-0.1, 0.0, 0.0], [0.1, 0.1, 0.0], [0.0, 0.0, 0.0], [-0.3, 0.0, -0.1], [0.3, -0.1, -0.1], [0.0, 0.0, 0.1], [0.1, 0.0, 0.0], [0.0, 0.0, 0.0], [0.0, 0.0, 0.0], [0.0, 0.0, 0.0], [0.0, 0.1, 0.0], [0.0, -0.1, 0.0], [0.0, 0.0, 0.0], [0.0, 0.0, 0.0], [0.0, 0.0, 0.0], [0.0, 0.0, 0.0], [0.0, 0.0, 0.0], [0.0, 0.0, 0.0], [0.0, 0.0, 0.0], [0.0, 0.0, 0.0], [0.0, 0.0, 0.0], [0.0, 0.1, 0.0], [0.0, -0.1, 0.0], [0.0, -0.1, 0.0], [0.0, 0.0, 0.0], [0.0, 0.0, 0.0], [-0.1, 0.0, 0.0], [0.0, 0.1, 0.0], [0.0, 0.0, 0.0], [0.0, -0.1, 0.0], [0.0, 0.0, 0.0], [0.0, 0.0, 0.0], [0.0, 0.0, 0.0], [0.0, 0.0, 0.0]], "nbo_charge": [1.5508, -0.7355, 0.2024, -0.0674, -0.3165, -0.4391, -0.3488, 0.0649, 0.1448, -0.2386, -0.1683, -0.2514, 0.0925, -0.4646, 0.2149, 0.2171, 0.2212, 0.1856, 0.2133, 0.2104, 0.2208, 0.2290, -0.6940, 0.7633, -0.9047, -0.1355, -0.1822, -0.2699, -0.2122, -0.2513, -0.1334, -0.5421, 0.2243, 0.1963, 0.1951, 0.2089]}

# 2
{"formula": "C6H13NO", "method": "the ωB97M-V functional and the def2-TZVPD basis", "fmax_ev_per_a": 1.002, "smiles": "CC(C)[C@@H](C)NC=O", "relative_energy_ev": 0.4305, "e_lumo_ev": 0.86, "homo_lumo_gap_ev": 10.541, "elements": ["O", "C", "N", "C", "C", "C", "C", "C", "H", "H", "H", "H", "H", "H", "H", "H", "H", "H", "H", "H", "H"], "positions_angstrom": [[1.220770, -2.498601, -1.953142], [1.508957, -2.362448, -0.783844], [1.072478, -1.341877, -0.018480], [0.083490, -0.383559, -0.507572], [-0.794938, 0.093457, 0.638176], [-2.022086, 0.862301, 0.098055], [-0.052065, 0.969968, 1.637640], [0.802697, 0.780488, -1.214685], [2.179411, -3.052055, -0.267162], [1.279029, -1.262626, 0.963154], [-0.506247, -0.849214, -1.291639], [-1.138125, -0.801568, 1.166005], [-2.109327, 0.797721, -0.976882], [-2.929960, 0.438013, 0.541387], [-2.022968, 1.906548, 0.406722], [0.351832, 1.841085, 1.110605], [0.841459, 0.498387, 2.094650], [-0.711087, 1.228557, 2.462136], [1.039610, 0.471805, -2.229654], [0.189110, 1.685914, -1.220014], [1.717961, 0.977704, -0.655460]], "atomic_forces_ev_per_a": [[-0.1, -0.1, -0.2], [0.1, 0.2, -0.1], [-0.7, 0.2, 0.0], [0.6, 0.7, -0.5], [-0.3, 0.0, 0.1], [-0.3, -0.4, 0.8], [1.0, -0.3, 0.0], [0.0, -0.2, 0.4], [0.2, -0.2, 0.2], [0.3, -0.4, -0.1], [-0.3, -0.5, 0.3], [-0.1, 0.0, -0.1], [0.0, 0.0, -0.3], [0.0, 0.0, -0.2], [0.2, 0.1, -0.2], [-0.4, 0.2, 0.4], [-0.4, -0.1, -0.2], [0.0, 0.3, 0.0], [0.2, 0.2, 0.0], [0.1, -0.1, -0.2], [0.1, 0.2, -0.2]], "nbo_charge": [-0.6194, 0.5294, -0.6199, -0.0513, -0.2284, -0.6124, -0.6118, -0.6252, 0.1115, 0.3963, 0.2225, 0.2021, 0.2137, 0.2175, 0.2089, 0.2113, 0.1932, 0.2187, 0.2303, 0.2068, 0.2061]}

# 3
{"formula": "C13H22N7O3Pd", "method": "the ωB97M-V functional and the def2-TZVPD basis", "fmax_ev_per_a": 0.701, "multiplicity": 3, "charge": 1, "relative_energy_ev": 0.0000, "e_lumo_ev": [-2.31, -4.06], "homo_lumo_gap_ev": [8.611, 7.093], "elements": ["Pd", "C", "N", "C", "C", "C", "O", "N", "C", "O", "H", "H", "H", "H", "H", "N", "C", "H", "N", "C", "N", "O", "H", "H", "H", "H", "C", "C", "N", "C", "C", "N", "C", "C", "H", "H", "H", "H", "H", "H", "H", "H", "H", "H", "H", "H"], "positions_angstrom": [[0.197681, 0.720216, 0.868703], [4.895908, -1.760700, 1.326335], [4.008341, -1.074815, 0.366242], [4.441500, -0.738330, -0.905105], [3.675864, -0.065591, -1.772085], [2.350426, 0.359417, -1.357084], [1.629386, 1.123575, -1.981570], [1.915686, -0.176903, -0.139577], [2.733838, -0.783449, 0.682890], [2.338268, -1.160860, 1.877583], [5.923140, -1.584046, 1.026052], [4.699502, -2.830174, 1.338604], [4.739267, -1.359804, 2.320021], [5.451274, -1.048159, -1.140697], [4.041554, 0.204987, -2.751444], [0.424769, -1.119516, 3.218656], [1.020579, -0.606188, 2.265717], [0.871283, -1.896150, 3.703932], [-1.307925, 4.778493, 0.287123], [-0.651738, 3.610262, 0.126297], [0.310278, 3.567720, -0.825594], [-0.946550, 2.646325, 0.872414], [-1.035968, 5.612623, -0.200616], [-1.897056, 4.873463, 1.095291], [0.431995, 4.338078, -1.459731], [0.670237, 2.677647, -1.147509], [-1.229375, -1.791091, -0.137280], [-2.530577, -2.474830, -0.657392], [-3.587039, -1.480097, -0.843525], [-3.132645, -0.461597, -1.789524], [-1.882958, 0.279612, -1.222827], [-1.510725, -0.353122, 0.070895], [-2.619725, -0.200017, 1.049300], [-3.898413, -0.850759, 0.440176], [-0.409846, -1.872762, -0.850880], [-0.902822, -2.208184, 0.812922], [-2.878799, -3.225647, 0.052069], [-2.347039, -2.974641, -1.607169], [-3.945474, 0.240849, -1.969037], [-2.894366, -0.946470, -2.735364], [-2.094564, 1.328230, -1.029120], [-1.027380, 0.214730, -1.891820], [-2.752936, 0.860429, 1.246917], [-2.312326, -0.686712, 1.972559], [-4.672647, -0.101419, 0.279192], [-4.301874, -1.604619, 1.115080]], "atomic_forces_ev_per_a": [[0.2, -0.1, 0.3], [-0.1, 0.0, -0.2], [0.2, -0.1, -0.1], [0.2, -0.1, 0.2], [-0.1, 0.0, 0.0], [0.1, -0.2, 0.1], [0.0, -0.1, 0.1], [-0.1, 0.7, -0.2], [0.0, -0.2, 0.0], [0.0, 0.1, -0.1], [0.0, 0.0, 0.0], [-0.1, 0.0, 0.0], [0.0, 0.1, 0.0], [0.0, 0.0, 0.0], [0.0, 0.0, 0.0], [-0.1, 0.0, 0.2], [-0.5, 0.1, -0.3], [0.2, 0.0, 0.0], [0.0, 0.0, 0.0], [0.1, 0.2, 0.1], [-0.3, -0.1, 0.2], [0.3, -0.1, -0.5], [0.0, 0.0, 0.0], [0.0, 0.0, 0.0], [0.0, 0.1, 0.0], [0.1, -0.2, 0.0], [-0.2, 0.0, -0.1], [0.0, 0.2, 0.1], [0.1, 0.0, 0.0], [0.1, 0.0, 0.2], [-0.3, -0.3, 0.1], [0.2, 0.2, 0.0], [-0.1, -0.2, -0.3], [0.1, 0.0, -0.1], [0.0, 0.0, 0.0], [0.0, 0.0, 0.1], [0.0, 0.0, 0.0], [0.0, 0.0, 0.0], [0.0, 0.0, 0.0], [0.0, 0.0, 0.0], [0.0, 0.1, 0.0], [0.1, 0.0, 0.0], [0.0, 0.1, 0.0], [0.1, 0.0, 0.1], [0.0, 0.0, 0.0], [0.0, 0.0, 0.0]], "nbo_charge": [0.9948, -0.4040, -0.3747, 0.0706, -0.3398, 0.6327, -0.6338, -0.6469, 0.7783, -0.5134, 0.2250, 0.2248, 0.2396, 0.2342, 0.2574, -0.6869, 0.2472, 0.3669, -0.8051, 0.7953, -0.8259, -0.7550, 0.4034, 0.4205, 0.4032, 0.4357, -0.2615, -0.2517, -0.3991, -0.2497, -0.2729, -0.4004, -0.2762, -0.2499, 0.2117, 0.2224, 0.2142, 0.2137, 0.2143, 0.2126, 0.2171, 0.2259, 0.2284, 0.2287, 0.2122, 0.2165]}

# 4
{"formula": "CH2ClO2S", "method": "the ωB97M-V functional and the def2-TZVPD basis", "fmax_ev_per_a": 2.902, "charge": -1, "relative_energy_ev": 2.6132, "e_lumo_ev": [3.02, 3.02], "homo_lumo_gap_ev": [8.183, 8.183], "elements": ["C", "O", "O", "S", "Cl", "H", "H"], "positions_angstrom": [[-0.642197, -0.016000, 0.056698], [-0.363908, 2.490542, 2.480078], [1.311571, 3.088721, 0.858103], [0.574213, 1.994583, 1.480491], [2.004735, 0.867044, 2.802734], [-0.014588, -0.419357, 0.773915], [-1.325160, 0.391142, 0.726041]], "atomic_forces_ev_per_a": [[0.6, 1.0, -2.3], [-0.1, -0.5, -0.1], [0.3, -0.7, 0.1], [-0.9, 1.1, -0.6], [0.4, -0.2, 0.1], [1.8, -1.7, 1.5], [-2.2, 0.9, 1.3]], "nbo_charge": [-0.3510, -0.9726, -0.9577, 1.6538, -0.5272, 0.0803, 0.0743]}

# 5
{"formula": "CF2O2", "method": "the ωB97M-V functional and the def2-TZVPD basis", "fmax_ev_per_a": 3.633, "relative_energy_ev": 4.2123, "e_lumo_ev": [-0.74, -1.79], "homo_lumo_gap_ev": [10.900, 7.538], "elements": ["C", "O", "O", "F", "F"], "positions_angstrom": [[1.059737, 0.105317, -0.001836], [-1.638171, 0.066653, 0.582390], [1.472379, -0.108027, 1.077498], [1.339030, 0.434356, -1.243704], [-2.232973, -0.498301, -0.414346]], "atomic_forces_ev_per_a": [[-3.0, -0.6, 1.9], [1.7, 1.2, 2.0], [1.2, 0.6, -2.3], [1.5, 0.0, 0.6], [-1.4, -1.2, -2.2]], "nbo_charge": [0.8403, -0.0071, -0.4700, -0.2835, -0.0797]}

Number 1: E -105242.8627 eV. Number 2: E -9970.7438 eV. Number 3: E -33885.3528 eV. Number 4: E -28519.9744 eV. Number 5: E -10559.1594 eV.